DFT (ωB97M-V/def2-TZVPD) results for a 2-piece molecular cluster, C6H11N overall in a non-equilibrium geometry.

Summary:
Kohn-Sham gap   0.2840 Ha
HOMO   -7.6 eV
Max |F|   4.389 eV/A
Relative energy (zero: lowest compared OMol25 entry of this formula, charge and spin)   598.90 kJ/mol

```
18
C6H11N ωB97M-V/def2-TZVPD
N 0.17329 -0.14952 -0.43033
C -2.60721 1.05325 -0.51170
C 1.55073 1.79272 0.37116
C 1.50552 0.51635 -0.45864
C -3.40278 0.76632 0.41163
C 0.07518 -1.45041 -0.10029
C 0.79287 -2.57191 -0.25226
H 1.49686 2.66608 -0.29170
H 2.62783 2.06816 0.58389
H 1.73931 -2.78460 -0.69924
H 2.14727 -0.34704 -0.00743
H -3.77805 0.53494 1.47687
H -3.91531 0.16456 -0.33174
H 1.02627 1.62122 1.32805
H 1.84540 0.72094 -1.50512
H 0.28697 -3.41935 0.24824
H -0.91779 -1.65855 0.36082
H -0.64636 0.47681 -0.19222
```

Atom charges from the natural (NBO) analysis, given in e for atoms 1 to 4: atom 1 (N): -0.63, atom 2 (C): 0.13, atom 3 (C): -0.66, atom 4 (C): -0.22

---

DFT (ωB97M-V/def2-TZVPD) results for a 2-piece molecular cluster, C2H9NS2 overall in a non-equilibrium geometry.

Summary:
Kohn-Sham gap (spin up / spin down)   0.1301 / 0.2735 Ha
HOMO (spin up / spin down)   0.2 / -3.6 eV
Max |F|   4.334 eV/A
Relative energy (zero: lowest compared OMol25 entry of this formula, charge and spin)   152.30 kJ/mol
2S+1   2
Total charge   -1

```
14
C2H9NS2 ωB97M-V/def2-TZVPD
S -0.88160 -2.68060 0.63155
S -1.63532 -1.38106 2.04716
N 0.80527 0.61482 -1.27750
C 1.42540 0.34166 0.08867
C -0.34890 1.45526 -1.02266
H 0.83173 -0.24882 0.77112
H -0.73911 -0.38568 2.14929
H 0.46231 -0.22280 -1.78465
H -0.04734 2.45191 -0.83202
H -1.71734 -3.72268 0.69402
H -0.99488 1.12475 -0.14076
H 1.61601 1.40199 0.47380
H 2.33871 -0.20950 -0.01288
H -1.11494 1.46076 -1.78514
```

Atom charges from the natural (NBO) analysis, given in e for atoms 1 to 4: atom 1 (S): -0.61, atom 2 (S): -0.59, atom 3 (N): -0.64, atom 4 (C): -0.41

---

DFT (ωB97M-V/def2-TZVPD) results for a 2-piece molecular cluster, CH2N2O4S overall in a non-equilibrium geometry.

Summary:
Kohn-Sham gap   0.3867 Ha
HOMO   -10.9 eV
Max |F|   4.649 eV/A
Relative energy (zero: lowest compared OMol25 entry of this formula, charge and spin)   168.80 kJ/mol
SMILES   O=S(=O)=NO.N=C=O

```
10
CH2N2O4S ωB97M-V/def2-TZVPD
S 2.11826 -0.19926 0.03563
O -1.91038 0.94556 -0.73735
O 2.45805 -1.56214 0.18647
O 0.65871 1.61410 1.08780
O 2.69236 0.61494 -0.96031
N -2.37803 -1.21762 -0.12201
N 0.98336 0.23528 0.93759
C -2.15269 -0.18275 -0.61969
H -2.39886 -2.19446 -0.43172
H -0.07079 1.94635 0.62360
```

Atom charges from the natural (NBO) analysis, given in e for atoms 1 to 4: atom 1 (S): 2.27, atom 2 (O): -0.54, atom 3 (O): -0.83, atom 4 (O): -0.55

---

DFT (ωB97M-V/def2-TZVPD) results for a 5-piece molecular cluster, C30H38F32N3O9P2S overall in a non-equilibrium geometry.

Summary:
Kohn-Sham gap   0.2719 Ha
HOMO   -12.0 eV
Max |F|   7.504 eV/A
Total charge   +1

```
115
C30H38F32N3O9P2S ωB97M-V/def2-TZVPD
S -1.86565 1.37176 -0.61748
P -2.17532 -1.52950 -3.47677
P -1.06056 -1.96287 2.40633
F 3.56280 4.74178 -6.56168
F 2.32042 3.68592 3.20367
F 2.48644 3.42048 0.34716
F -6.83229 -8.68966 -1.31974
F 4.33557 8.26915 -0.20608
F 3.71764 5.93883 -3.86429
F 1.04738 0.18867 7.28864
F -2.29620 3.08146 5.74435
F 5.17827 8.47872 2.42922
F 5.61414 6.55468 1.51421
F -6.49996 -4.41886 -1.46745
F -4.18704 -6.19731 -0.99801
F 3.30315 1.55321 -3.57514
F 1.21632 3.35350 -3.25432
F -4.30368 -4.38319 0.19533
F 5.55901 5.51903 -6.87987
F -6.89945 -7.96726 -3.99789
F 2.97563 6.66175 0.31458
F 2.00563 4.61165 -4.83491
F 1.32511 2.22206 6.59696
F 3.93860 3.53906 -2.95729
F -4.99734 -7.56537 -3.02340
F -1.16648 2.86863 8.04843
F -1.15421 5.57312 5.59931
F 1.98633 5.50524 2.07730
F 4.26530 4.67044 0.39141
F 3.73336 7.30192 -5.55853
F 0.54130 2.23843 9.23800
F -1.67710 3.59595 3.72415
F -5.06795 -2.95913 -2.18072
F 0.18811 4.25292 6.67611
F -6.50596 -6.62798 -0.73044
O 0.74114 -4.06592 0.55789
O -0.50314 1.05829 5.94912
O 5.26981 4.00682 -5.27231
O 1.10097 -6.80278 -0.71508
O 0.05051 -0.68809 2.92684
O 3.94351 5.20882 3.17189
O -0.96939 -1.20688 -4.49736
O -0.01478 -3.84252 -2.87136
O -5.24579 -4.87912 -3.29276
N -2.70468 -1.42093 2.96553
N -1.52439 -1.98628 -1.86791
N -1.05994 -2.15551 0.63483
C 0.91507 -4.92172 -2.52568
C 4.42158 2.85729 -5.16564
C -6.29740 -7.16548 -3.06107
C -0.20982 -3.16349 -0.10579
C 3.92710 6.64129 3.16383
C 0.24356 -6.22217 -1.78766
C -0.34307 1.82226 8.29409
C 4.43611 6.31097 -4.94989
C 0.75088 0.48365 -1.70093
C 4.58979 7.33090 1.96107
C 0.43115 -7.03758 1.81440
C -0.03314 1.06246 -0.34579
C 4.68186 5.13883 -5.91049
C -6.36272 -5.72488 -3.59188
C -1.19539 3.28311 4.97036
C -5.25768 -4.29405 -1.99201
C 0.30157 -7.57298 0.25064
C 2.01305 3.34838 -4.35676
C -0.37213 4.46823 5.46602
C -2.86951 -0.22008 -0.29017
C -1.81034 -1.45871 -0.47785
C -4.15779 -4.84579 -1.07392
C 3.41243 2.85116 -4.00678
C -0.42765 1.95862 4.83737
C 2.93140 4.58501 2.38392
C -6.99444 -7.40121 -1.72446
C -0.50352 -3.09752 -1.71133
C 3.48979 3.86090 1.15065
C 3.64454 7.71727 0.82741
C 0.38403 1.34860 7.02757
H 0.60621 2.10843 4.50467
H -8.07090 -7.21658 -1.81301
H 1.43361 -6.40004 1.90268
H -2.80644 -1.79740 3.94146
H -6.35643 -5.79818 -4.68638
H -3.42700 -0.19579 0.73883
H -2.90939 -2.62808 -4.09365
H 0.27020 -0.97427 3.88305
H -0.85043 -5.99123 -1.44243
H 1.54485 2.69188 -5.09871
H 0.35244 -7.89184 2.61539
H -3.16799 -4.55260 -1.43342
H 1.37706 -0.50052 -1.46733
H 4.51879 6.91995 4.04451
H -2.98646 -0.30730 -3.38697
H -7.31635 -5.23763 -3.35704
H 0.74862 -8.67510 0.25945
H 1.36988 -5.31561 -3.55673
H -0.90136 1.40797 4.01534
H 2.91490 8.45965 1.16973
H -0.45054 -6.25130 1.94935
H -3.39730 -1.88433 2.30895
H 0.17832 0.24347 0.49235
H 1.80493 -4.45042 -1.92808
H 1.45111 -3.43667 0.93842
H 4.09465 2.99970 1.44621
H 0.16506 -7.08069 -2.61323
H 0.57888 2.04012 -0.03784
H 3.95490 2.60562 -6.12525
H 0.42270 4.71126 4.75197
H 5.38232 6.72940 -4.59705
H 5.11611 2.02986 -4.97506
H -3.65636 -0.28864 -1.16403
H -0.07994 0.18941 -2.47074
H -0.84304 -7.63409 -0.00944
H 2.92630 7.03784 3.37152
H 1.51895 1.25124 -2.14828
H -0.94533 1.01613 8.72108
```

Atom charges from the Löwdin analysis, given in e for atoms 1 to 4: atom 1 (S): 0.81, atom 2 (P): 0.84, atom 3 (P): 0.97, atom 4 (F): 0.12

---

DFT (ωB97M-V/def2-TZVPD) results for C20H14MoN4O3Se as an isolated structure in a non-equilibrium geometry.

Summary:
Kohn-Sham gap (spin up / spin down)   0.1841 / 0.1770 Ha
HOMO (spin up / spin down)   -13.7 / -13.8 eV
Max |F|   3.477 eV/A
2S+1   3
Total charge   +2

```
43
C20H14MoN4O3Se ωB97M-V/def2-TZVPD
Mo 0.43180 0.34802 0.26012
Se -0.93697 0.63347 3.35431
O -1.14118 -0.51869 -0.12087
O 1.82516 1.31446 -0.00631
O -2.54549 -2.91065 -0.17536
N 0.12632 -0.29906 2.17298
N -0.18248 1.16297 -1.51116
N -1.36720 0.67596 -2.02106
N -0.08978 -0.00997 4.70142
C 1.63971 2.72119 -1.88675
C 0.86011 -0.85116 4.33280
C 2.18243 3.71315 -2.70895
C -3.96362 -0.39021 -2.48662
C 3.70954 2.68732 -0.60430
C -5.41300 -2.27953 -2.25514
C -3.05748 -0.97003 -1.57984
C 1.71227 -1.55887 5.22255
C 2.42653 2.24230 -0.81710
C -3.34889 -2.24015 -1.01990
C 4.22397 3.67154 -1.44240
C 3.45964 4.19336 -2.47912
C -4.53973 -2.87317 -1.37220
C -5.12717 -1.03301 -2.82195
C 0.35038 2.16533 -2.16654
C 2.59169 -2.45057 4.69460
C -1.85156 -0.24821 -1.26071
C 1.88577 -2.00132 2.39995
C 0.98392 -1.04579 2.90393
C 2.65804 -2.69329 3.29422
H 4.29551 2.27981 0.20956
H 3.32326 -3.46426 2.92866
H 3.24875 -3.00652 5.34935
H 3.86304 4.97060 -3.11249
H 1.62711 -1.37951 6.28540
H -5.82062 -0.57188 -3.51008
H -6.33432 -2.78308 -2.51547
H -4.74391 -3.83415 -0.91940
H -0.21671 2.55350 -3.00687
H -1.76700 -2.41531 0.06451
H 5.22988 4.03344 -1.28010
H 1.59270 4.09347 -3.53364
H 1.92694 -2.21300 1.33750
H -3.72735 0.58150 -2.89753
```

Atom charges from the natural (NBO) analysis, given in e for atoms 1 to 4: atom 1 (Mo): 1.77, atom 2 (Se): 1.10, atom 3 (O): -0.67, atom 4 (O): -0.54

---

DFT (ωB97M-V/def2-TZVPD) results for a 2-piece molecular cluster, C4H11NO overall in a non-equilibrium geometry.

Summary:
Kohn-Sham gap   0.3958 Ha
HOMO   -10.0 eV
Max |F|   4.535 eV/A
Relative energy (zero: lowest compared OMol25 entry of this formula, charge and spin)   141.08 kJ/mol
SMILES   CC(N)=O.CC

```
17
C4H11NO ωB97M-V/def2-TZVPD
O -0.29670 2.41180 0.56652
N 0.36453 1.50680 -1.38723
C 0.59937 -2.58350 1.42645
C -2.06523 1.93142 -1.07948
C -0.60029 1.94052 -0.48273
C 1.44015 -1.33782 0.89912
H 2.49269 -1.66458 0.52220
H 1.51254 -3.14961 1.86652
H 1.34858 1.24357 -1.07989
H -2.00358 2.11022 -2.18897
H 0.89713 -0.92981 -0.08680
H 1.31535 -0.59280 1.68408
H -0.09966 -2.37614 2.27527
H -2.60437 0.94436 -0.88303
H 0.17098 -3.17225 0.61124
H 0.22954 1.18293 -2.26372
H -2.70102 2.53491 -0.39954
```

Atom charges from the natural (NBO) analysis, given in e for atoms 1 to 4: atom 1 (O): -0.59, atom 2 (N): -0.85, atom 3 (C): -0.62, atom 4 (C): -0.74

---

DFT (ωB97M-V/def2-TZVPD) results for a 2-piece molecular cluster, C11H17N overall in a non-equilibrium geometry.

Summary:
Kohn-Sham gap (spin up / spin down)   0.3194 / 0.2393 Ha
HOMO (spin up / spin down)   -8.5 / -6.9 eV
Max |F|   3.601 eV/A
Relative energy (zero: lowest compared OMol25 entry of this formula, charge and spin)   518.04 kJ/mol

```
29
C11H17N ωB97M-V/def2-TZVPD
N 1.29771 -0.44236 0.33788
C -0.68089 0.93369 -0.62892
C 2.92846 -1.80125 1.15189
C 2.50137 0.06268 -0.05923
C -1.20605 2.29251 -0.37160
C 0.11406 0.19356 0.35454
C -0.13853 0.76711 -1.99772
C -1.37136 -1.76590 -0.47902
C 3.53262 -0.75551 0.39028
C 1.58730 -1.62427 1.09596
C -2.28053 0.08618 1.12669
C -1.25020 -0.32957 0.09576
H -2.56834 -0.66701 2.03397
H -0.63207 3.01429 -1.02538
H 3.45687 -2.60386 1.62413
H -0.79856 1.29960 -2.69673
H -0.58564 -2.25906 -1.11905
H -0.91519 2.77017 0.57870
H -2.32501 2.51010 -0.50835
H -2.04262 1.00803 1.61908
H 0.80310 1.16518 -2.16067
H -0.07960 2.22958 1.97917
H -3.26343 0.18255 0.60664
H 0.61569 -2.08697 1.31438
H 4.58937 -0.59582 0.36044
H -1.41638 -2.33827 0.47410
H 2.46960 0.86294 -0.76548
H -0.00600 -0.29532 -2.29742
H -2.33572 -1.81298 -1.03402
```

Atom charges from the natural (NBO) analysis, given in e for atoms 1 to 4: atom 1 (N): -0.39, atom 2 (C): -0.12, atom 3 (C): -0.27, atom 4 (C): -0.04

---

DFT (ωB97M-V/def2-TZVPD) results for a 2-piece molecular cluster, C10H16O overall in a non-equilibrium geometry.

Summary:
Kohn-Sham gap   0.3430 Ha
HOMO   -8.5 eV
Max |F|   1.795 eV/A
Relative energy (zero: lowest compared OMol25 entry of this formula, charge and spin)   107.31 kJ/mol
SMILES   Cc1ccc(O)cc1.CCC

```
27
C10H16O ωB97M-V/def2-TZVPD
O -0.27715 2.40495 1.70503
C -1.25392 -1.05978 0.91129
C -1.71665 1.51282 0.05323
C 1.60553 0.97710 -1.16872
C 2.40110 0.57622 0.07511
C -0.84217 0.04088 1.67749
C -2.07574 0.44018 -0.75009
C -2.03916 -1.99328 -1.31480
C 2.46030 -0.92715 0.30918
C -0.90898 1.31996 1.17875
C -1.81146 -0.87515 -0.33754
H 3.12813 -1.39653 -0.39800
H 1.47653 -1.37869 0.14932
H 0.26973 2.11096 2.45093
H 2.70892 -1.23624 1.32437
H 0.54356 0.85014 -0.97441
H -2.77117 0.71431 -1.52755
H -1.88208 2.52026 -0.30893
H -1.24849 -2.02186 1.40853
H 1.89505 0.44575 -2.07209
H -1.36697 -2.00361 -2.16877
H 1.69242 2.06548 -1.23500
H 1.99152 1.12391 0.92312
H -2.02564 -2.97103 -0.82116
H 3.43697 0.92651 0.00001
H -3.06372 -1.97156 -1.68788
H -0.32647 -0.19455 2.59859
```

Atom charges from the natural (NBO) analysis, given in e for atoms 1 to 4: atom 1 (O): -0.66, atom 2 (C): -0.19, atom 3 (C): -0.26, atom 4 (C): -0.61